Here is C17H37CrO9 as an isolated structure at a distorted geometry from OMol25. Energies are from wB97M-V/def2-TZVPD.

ORCA input file:
```
! RIJCOSX wB97M-V def2-TZVPD def2/J DEFGRID3
* xyz -1 5
H 0.5082 4.6845 1.4951
H 1.8693 1.3211 2.9653
H 1.0125 2.3008 4.2460
C -1.0931 4.2461 -1.5031
H 3.8700 -0.7997 -1.6276
H 2.7899 -1.8175 1.5138
H 3.9519 -1.8790 3.7736
O -0.8960 -2.8128 2.1018
C -2.2866 -2.1277 -1.0251
O 1.4471 -0.1724 -1.0478
H 1.8946 3.6418 1.5253
H 2.7739 0.9869 -3.1443
H -0.6952 -4.7113 1.5680
H -1.6032 -2.5422 -0.2840
H -0.6826 3.0042 3.0423
H -1.2068 -0.1027 -3.6160
H -1.9454 0.3832 -5.2414
O -2.4438 -0.1641 0.4378
C 1.9657 0.2857 -3.3523
H 0.9087 4.4462 -2.3346
O -1.5936 3.5031 -2.6008
H -3.6555 -0.4767 -1.2017
H 2.1885 -0.2716 -4.2621
H 1.0558 0.8660 -3.5054
H 1.3601 4.4235 3.0569
H 0.6749 4.7851 -0.5581
C 1.8634 -0.7534 -2.2055
C -1.0593 -4.2050 2.4619
O 1.2623 -3.0482 2.1822
C 1.0409 3.9674 2.1197
C -2.0467 0.3327 -4.1572
H -4.7621 -1.1154 1.1628
H -2.9440 -2.9177 -1.3880
H 2.3509 -2.1908 4.3634
H -2.9212 -0.2255 -3.8229
O -0.3350 2.1733 1.1538
O -1.1801 1.4595 -1.6252
C 0.2694 -2.2005 1.9244
C -4.3500 -1.7584 0.3851
H -5.2043 -1.9677 -0.2587
C 0.4388 4.1360 -1.4013
C 3.1760 -1.5081 -2.0799
C 0.9275 1.7475 3.3107
H -1.5382 4.2068 -0.5089
H 0.3062 0.8869 3.5585
H -2.1050 -4.4818 2.5961
C 0.1420 2.6963 2.3993
C -1.6727 2.1414 -2.5387
H 0.7646 3.1242 -1.1601
H 3.6825 -1.7653 -3.0101
Cr -0.3417 0.2988 0.0631
H -1.2373 5.2677 -1.8547
H 3.0594 -2.3221 -1.3644
H -3.9577 -2.6420 0.8887
C 3.1104 -2.5650 3.6770
H -0.5874 -4.5384 3.3862
H 1.1539 -1.5307 -2.4893
H 3.4077 -3.5657 3.9908
H -1.6570 -1.6827 -1.7957
H 3.2449 -3.4741 1.9267
C -3.1789 -1.0031 -0.3748
O 0.3281 -1.0526 1.5447
C 2.6040 -2.6381 2.2068
O -2.2236 1.7129 -3.6881
*
```

Summary:
**Energy relative to the best compared isomer or geometry (same formula, charge and spin)**: 35.47 kcal per mole
**Highest occupied orbital energy (alpha / beta)**: -3.060 / -3.990 eV
**Expectation value of S²**: 6.0064
**Gap between HOMO and LUMO (alpha / beta)**: 5.6 / 6.6 eV
**Energy**: -2391.554283 a.u.